1.
Computed, not measured: a single C10H21NO molecule in a non-equilibrium geometry, with ωB97M-V/def2-TZVPD.

Last column: Löwdin charge in e.
Cartesian coordinates (Å):
N (1.4004, 2.1742, -0.6818)  -0.0426
C (2.1288, 1.1841, 0.2167)  -0.1784
C (2.3175, -0.3485, -0.2671)  -0.3454
O (3.5018, -0.9989, 0.2250)  -0.1058
C (0.9787, -1.2023, -0.3196)  -0.2719
C (0.1892, -1.2937, 1.0387)  -0.1703
C (-0.3296, -0.0166, 1.6345)  -0.1701
C (-1.5631, 0.7168, 0.9952)  -0.2669
C (-2.8128, 0.1085, 0.6116)  -0.2153
C (-2.4541, -0.0460, -0.9059)  -0.1965
C (-1.3407, -0.9909, -1.4629)  -0.1839
C (0.0979, -0.4212, -1.3140)  -0.1985
H (1.3185, 3.1877, -0.2846)  0.1119
H (1.7988, 2.2492, -1.6200)  0.0643
H (3.2726, 1.2608, 0.0334)  0.1170
H (1.7584, 1.4581, 1.2771)  0.1193
H (2.4746, -0.4836, -1.4307)  0.1626
H (3.3095, -1.5592, 1.1457)  0.1812
H (1.1367, -2.2451, -0.6043)  0.1373
H (-0.7154, -1.9106, 0.5795)  0.1044
H (0.7556, -1.9548, 1.9252)  0.1625
H (-0.3824, -0.2733, 2.6047)  0.0623
H (0.5988, 0.5337, 1.6892)  0.0616
H (-1.2654, 1.3375, 0.3273)  0.0095
H (-1.7263, 1.4368, 1.7626)  0.1116
H (-3.7491, 0.7900, 0.6344)  0.1329
H (-2.9723, -0.6589, 1.4433)  0.1414
H (-1.9898, 1.0513, -1.1419)  0.1433
H (-3.6269, -0.2940, -1.4784)  0.1666
H (-1.3652, -1.9641, -0.8234)  0.1181
H (-1.3650, -1.0529, -2.5236)  0.0886
H (0.7033, -0.3674, -2.2012)  0.1013
H (-0.0832, 0.5935, -1.0848)  0.0481

Results
- Highest occupied orbital energy: -0.321 hartree
- HOMO-LUMO gap: 9.5 eV
- SMILES string: NC[C@@H](O)C1CCCCCCC1
- Total charge: 0
- LUMO level: 0.79 eV
- ΔE to the lowest compared entry with this formula, charge and spin: 720.7 kJ/mol

2.
Computed, not measured: a gas-phase ion, C5H8N (charge +1) in a non-equilibrium geometry, with ωB97M-V/def2-TZVPD.

Last column: Löwdin charge in e.
Cartesian coordinates (Å):
C (1.4116, -0.3312, 0.0876)  -0.2165
C (2.6621, -0.9031, 0.0491)  0.2474
C (0.0192, -0.3363, -0.0695)  -0.1798
C (-0.8598, 0.8794, -0.1614)  -0.0260
C (-0.8039, -1.5495, -0.1572)  -0.0383
N (2.5028, 0.5959, 0.2006)  0.0651
H (-1.2488, 0.8877, -1.2117)  0.1344
H (-0.2369, 1.7572, 0.1630)  0.0951
H (-1.7384, 0.9840, 0.6012)  0.1524
H (-0.7767, -2.3346, 0.7284)  0.1635
H (-0.7554, -2.2263, -1.0713)  0.1370
H (-1.8472, -1.2088, -0.2505)  0.0834
H (2.5776, 1.1409, 1.1606)  0.2350
H (2.8891, 1.0079, -0.6311)  0.1475

Results
- Highest occupied orbital energy: -0.554 hartree
- HOMO-LUMO gap: 8.5 eV
- Total charge: +1
- LUMO level: -6.61 eV
- ΔE to the lowest compared entry with this formula, charge and spin: 579.7 kJ/mol

3.
Computed, not measured: a molecular structure, C11H16MgN2O4S in a non-equilibrium geometry, with ωB97M-V/def2-TZVPD.

Last column: Löwdin charge in e.
Cartesian coordinates (Å):
Mg (-0.9690, -1.3605, -1.6337)  0.3472
C (1.2253, -1.3830, 0.1313)  -0.0148
O (2.1774, -1.9075, 0.5269)  0.1663
C (0.4599, -3.4651, -1.9178)  0.0007
O (1.3278, -4.1885, -1.7097)  0.2009
C (1.1855, -0.9306, -2.4103)  -0.0094
O (2.2851, -0.8188, -2.7403)  0.1891
C (-0.9718, -2.7479, 0.2390)  -0.0091
O (-0.8784, -3.4510, 1.1460)  0.1917
C (-2.7024, -1.4164, -3.0606)  -0.0219
H (-3.6346, -1.4046, -2.4715)  0.1171
H (-2.6120, -0.5559, -3.7443)  0.1171
C (-1.9380, -2.5591, -3.2092)  -0.0968
H (-1.1900, -2.6491, -4.0161)  0.1107
H (-2.2208, -3.5073, -2.7195)  0.1104
C (1.0396, 2.6701, -0.9269)  -0.0755
N (0.8983, 2.2421, 0.4696)  -0.1697
C (2.1454, 2.3457, 1.2262)  -0.0327
C (-0.1271, 1.4214, 0.8159)  -0.6339
S (-1.2303, 0.8713, -0.4194)  0.6729
N (-0.3745, 1.0942, 2.1042)  -0.1619
C (0.4742, 1.3952, 3.2484)  -0.0264
C (-1.5378, 0.2542, 2.4374)  -0.0648
H (1.5092, 3.6620, -0.9246)  0.1109
H (0.0646, 2.7346, -1.4143)  0.0490
H (1.6880, 1.9855, -1.4889)  0.0885
H (2.0194, 2.9878, 2.1081)  0.0951
H (2.5411, 1.3568, 1.4964)  0.0958
H (2.8750, 2.8302, 0.5632)  0.1063
H (0.6651, 2.4657, 3.3346)  0.1016
H (-0.0752, 1.0759, 4.1381)  0.1016
H (1.3983, 0.8110, 3.2275)  0.1001
H (-2.3810, 0.4860, 1.7627)  0.0594
H (-1.3020, -0.8213, 2.3634)  0.0817
H (-1.8343, 0.4771, 3.4683)  0.1027

Results
- Highest occupied orbital energy: -0.561 hartree
- HOMO-LUMO gap: 7.2 eV
- Total charge: +2
- LUMO level: -8.02 eV
- ΔE to the lowest compared entry with this formula, charge and spin: 217.9 kJ/mol

4.
Computed, not measured: a molecular structure, C43H40Cl2N4O5PSbZr, with ωB97M-V/def2-TZVPD.

Last column: Löwdin charge in e.
Cartesian coordinates (Å):
Zr (-0.8685, 0.0206, 0.3117)  1.2692
C (3.4460, 0.5879, 0.9231)  0.0447
C (2.4390, -0.3656, 0.3643)  -0.4732
O (1.2580, 0.0083, 0.1421)  -0.2662
N (2.8152, -1.5902, 0.0569)  0.1418
C (1.9215, -2.6052, -0.5042)  -0.0693
C (1.1347, -3.3173, 0.5692)  -0.2592
C (1.0922, -4.6998, 0.6155)  0.0073
C (0.3944, -5.3139, 1.6432)  -0.0216
C (-0.2283, -4.5231, 2.5899)  -0.0297
C (-0.1518, -3.1486, 2.4506)  -0.1469
N (0.5117, -2.5393, 1.4631)  0.0828
H (2.9339, 1.4368, 1.3696)  0.0875
H (4.0851, 0.9466, 0.1135)  0.1059
H (4.0747, 0.1055, 1.6706)  0.1009
H (3.7744, -1.8477, 0.2351)  0.1719
H (2.5356, -3.3126, -1.0571)  0.1390
H (1.2551, -2.1361, -1.2290)  0.0906
H (1.6111, -5.2854, -0.1319)  0.1249
H (0.3486, -6.3928, 1.7072)  0.1258
H (-0.7795, -4.9559, 3.4125)  0.1229
H (-0.6420, -2.5003, 3.1662)  0.0917
N (0.2597, 2.0848, 2.9791)  -0.0937
P (-0.4947, 0.5708, 3.0447)  0.9921
C (0.4583, -0.2463, 4.3390)  -0.3567
C (1.6511, -0.9019, 4.0346)  -0.1073
C (2.4341, -1.4202, 5.0513)  -0.0556
C (2.0343, -1.2859, 6.3752)  -0.0452
C (0.8510, -0.6307, 6.6849)  -0.0454
C (0.0625, -0.1089, 5.6703)  -0.0712
C (-2.1612, 0.8134, 3.6861)  -0.3823
C (-2.8654, -0.2679, 4.2156)  -0.1066
C (-4.1933, -0.1141, 4.5773)  -0.0479
C (-4.8236, 1.1111, 4.4026)  -0.0452
C (-4.1284, 2.1861, 3.8676)  -0.0515
C (-2.7990, 2.0398, 3.5034)  -0.0853
C (0.2392, 2.8875, 1.8559)  -0.3856
C (0.7292, 4.1935, 1.9271)  0.0070
C (0.6531, 4.9967, 0.8134)  -0.0173
C (0.0754, 4.4909, -0.3493)  -0.0351
C (-0.3773, 3.1978, -0.3394)  -0.1895
N (-0.2830, 2.3740, 0.7316)  -0.0431
H (0.5706, 2.5224, 3.8353)  0.1308
H (1.9428, -1.0283, 3.0009)  0.0757
H (3.3549, -1.9382, 4.8168)  0.1136
H (2.6467, -1.6951, 7.1675)  0.1189
H (0.5400, -0.5266, 7.7154)  0.1191
H (-0.8650, 0.3948, 5.9135)  0.1099
H (-2.3773, -1.2254, 4.3577)  0.1063
H (-4.7371, -0.9492, 4.9974)  0.1177
H (-5.8607, 1.2281, 4.6866)  0.1180
H (-4.6212, 3.1395, 3.7338)  0.1167
H (-2.2635, 2.8813, 3.0806)  0.1007
H (1.1384, 4.5595, 2.8590)  0.1254
H (1.0195, 6.0139, 0.8510)  0.1275
H (-0.0309, 5.0918, -1.2402)  0.1244
H (-0.8674, 2.7922, -1.2129)  0.0477
Cl (-2.8220, 1.1636, -0.3578)  0.1805
C (1.0536, -3.9218, -4.7262)  -0.0624
C (2.0154, -2.9422, -4.5191)  -0.0713
C (1.6576, -1.7230, -3.9589)  -0.1417
C (0.3317, -1.4829, -3.6047)  -0.3761
C (-0.6308, -2.4674, -3.8127)  -0.1233
C (-0.2683, -3.6830, -4.3757)  -0.0591
Sb (-0.2073, 0.3506, -2.6807)  1.5547
C (-1.7677, 1.1514, -3.8540)  -0.3851
C (-1.6023, 2.3350, -4.5657)  -0.1204
C (-2.6642, 2.8468, -5.3005)  -0.0649
C (-3.8798, 2.1798, -5.3249)  -0.0586
C (-4.0459, 1.0031, -4.6068)  -0.0614
C (-2.9943, 0.4910, -3.8626)  -0.1498
C (1.4706, 1.5326, -3.2183)  -0.3752
C (1.8593, 1.5820, -4.5566)  -0.1344
C (2.9574, 2.3400, -4.9367)  -0.0540
C (3.6752, 3.0515, -3.9837)  -0.0581
C (3.2942, 3.0041, -2.6505)  -0.0728
C (2.1962, 2.2445, -2.2672)  -0.1444
H (1.3312, -4.8671, -5.1733)  0.1137
H (3.0432, -3.1195, -4.8088)  0.1120
H (2.4130, -0.9585, -3.8166)  0.0934
H (-1.6668, -2.2947, -3.5469)  0.0912
H (-1.0215, -4.4404, -4.5483)  0.1149
H (-0.6547, 2.8591, -4.5572)  0.0917
H (-2.5379, 3.7658, -5.8575)  0.1130
H (-4.7030, 2.5791, -5.9020)  0.1147
H (-4.9966, 0.4869, -4.6207)  0.1149
H (-3.1451, -0.4153, -3.2859)  0.0857
H (1.3097, 1.0259, -5.3080)  0.1142
H (3.2520, 2.3750, -5.9771)  0.1173
H (4.5303, 3.6432, -4.2816)  0.1151
H (3.8491, 3.5653, -1.9088)  0.1092
H (1.8995, 2.2252, -1.2249)  0.0662
O (-1.3872, -1.8830, -0.7742)  -0.5200
Cl (-2.5413, -2.3197, 0.0859)  0.7145
O (-3.7448, -2.0452, -0.5752)  -0.2175
O (-2.3781, -3.6506, 0.4871)  -0.1960
O (-2.3525, -1.3907, 1.2414)  -0.4979

Results
- Highest occupied orbital energy: -0.491 hartree
- HOMO-LUMO gap: 7.6 eV
- Total charge: +2
- LUMO level: -5.74 eV
- ΔE to the lowest compared entry with this formula, charge and spin: 31.4 kJ/mol

5.
Computed, not measured: a single C5H10O molecule, with ωB97M-V/def2-TZVPD.

Last column: Löwdin charge in e.
Cartesian coordinates (Å):
C (2.1822, 0.3973, 0.0849)  -0.1181
C (0.7055, 0.6461, -0.2240)  -0.2259
C (-0.1922, -0.4287, 0.3778)  -0.2430
C (-1.5210, -0.0694, 0.9996)  -0.0642
C (-1.4883, -0.7835, -0.3072)  -0.3489
O (-1.8799, -0.0312, -1.4189)  -0.0186
H (2.4929, -0.5867, -0.2882)  0.0730
H (2.3723, 0.4202, 1.1658)  0.0749
H (2.8229, 1.1497, -0.3890)  0.0686
H (0.4114, 1.6381, 0.1451)  0.1134
H (0.5631, 0.6816, -1.3140)  0.1034
H (0.3395, -1.2632, 0.8353)  0.1331
H (-1.8664, -0.5972, 1.8848)  0.1013
H (-1.8052, 0.9789, 0.9524)  0.1133
H (-1.7889, -1.8332, -0.3317)  0.1412
H (-1.3479, -0.3188, -2.1729)  0.0965

Results
- Highest occupied orbital energy: -0.356 hartree
- HOMO-LUMO gap: 10.7 eV
- SMILES string: CC[C@H]1C[C@H]1O
- Total charge: 0
- LUMO level: 0.98 eV
- ΔE to the lowest compared entry with this formula, charge and spin: 116.6 kJ/mol

6.
Computed, not measured: 2 unconnected molecules or ions with the total composition C5H13N4OS in a non-equilibrium geometry, with ωB97M-V/def2-TZVPD.

Last column: Löwdin charge in e.
Cartesian coordinates (Å):
C (-2.7968, 1.4094, 0.2626)  -0.3012
C (0.1386, -0.3779, 0.9973)  -0.1707
C (0.2242, 0.6058, -1.1870)  -0.1266
C (1.5998, -0.7724, 0.9669)  -0.1426
C (1.7131, 0.1315, -1.1931)  -0.1136
N (-0.3834, -0.4416, -0.3207)  -0.2648
N (-3.8869, 1.0420, -0.2787)  0.1586
N (-1.7867, -0.4685, -0.4814)  -0.5613
N (2.2603, 0.2434, 0.1726)  0.0418
O (-1.9954, 2.2417, 0.5693)  0.1254
S (-2.6073, -1.7632, -0.0827)  0.7568
H (-0.4246, -1.1015, 1.5427)  0.1179
H (0.2873, 0.6777, 1.3299)  0.1364
H (0.1169, 1.6456, -0.7700)  0.1207
H (-0.1243, 0.7702, -2.2405)  0.1469
H (2.0276, -0.7581, 1.9230)  0.1204
H (1.7747, -1.8223, 0.7339)  0.1546
H (1.6556, -0.9998, -1.3615)  0.1639
H (2.3228, 0.7050, -1.8939)  0.1365
H (-3.9676, 0.0063, -0.5382)  0.0713
H (-4.7374, 1.6114, -0.3917)  0.1592
H (1.9549, 1.1956, 0.3772)  0.1787
H (3.2706, 0.0009, 0.1056)  0.2109
H (-3.1388, -2.0147, -1.3091)  -0.1192

Results
- Highest occupied orbital energy (alpha / beta): -0.389 / -0.389 hartree
- HOMO-LUMO gap (alpha / beta): 7.6 / 7.6 eV
- Total charge: +1
- LUMO level (alpha / beta): -3.03 / -3.03 eV
- ΔE to the lowest compared entry with this formula, charge and spin: 237.3 kJ/mol